No. 1
Entry from the Open Molecules 2025 dataset: one molecule with the formula C5H8N2 (wB97M-V/def2-TZVPD).

```
! wB97M-V def2-TZVPD RIJCOSX def2/J DEFGRID3
* xyz 0 1
C -2.00001 0.12190 0.06833
C -0.72304 -0.43398 -0.51918
C 0.43974 0.46734 -0.87316
C 0.55613 1.86918 -0.51216
N 0.77386 2.91089 -0.05771
N 0.43727 -0.33561 0.29503
C 1.59190 -0.98393 0.84733
H -1.75981 0.95868 0.73082
H -2.67882 0.47402 -0.71562
H -2.52033 -0.64320 0.65358
H -0.85722 -1.25721 -1.23210
H 1.00979 0.17149 -1.76108
H 2.22714 -1.50920 0.12251
H 1.33080 -1.64987 1.67216
H 2.17261 -0.16050 1.28126
*
```

Output
**Orbital gap**: 10.19 eV
**Calculated total energy**: -8292.7816 eV
**Energy relative to the best compared isomer or geometry (same formula, charge and spin)**: 213.69 kJ/mol
**HOMO level**: -9.308 eV

No. 2
Entry from the Open Molecules 2025 dataset: C35H26MnN3OPSe as an isolated structure (wB97M-V/def2-TZVPD).

```
! wB97M-V def2-TZVPD RIJCOSX def2/J DEFGRID3
* xyz 0 2
Mn 0.07998 0.06964 -0.10061
O 0.16789 0.24531 -3.03174
N -0.73938 0.32090 -1.98106
C -1.89874 0.63222 -2.41627
C -3.15786 0.71388 -1.67531
C -4.24235 1.18013 -2.42948
C -5.51113 1.27126 -1.89617
C -5.72982 0.87593 -0.58364
C -4.66809 0.41350 0.17411
C -3.37481 0.33947 -0.34024
P -2.01696 -0.30131 0.71845
C -2.36672 0.48973 2.32402
C -2.03037 -0.15363 3.51311
C -2.16332 0.50567 4.72686
C -2.61645 1.81600 4.76360
C -2.93301 2.47137 3.58116
C -2.80724 1.81281 2.36833
C -2.54301 -2.03676 0.91088
C -3.51483 -2.46375 1.81189
C -3.91222 -3.79229 1.83003
C -3.34992 -4.70241 0.94569
C -2.37883 -4.28515 0.04699
C -1.97637 -2.95883 0.03279
H 1.03738 0.25017 -2.58892
H -1.95720 0.83963 -3.48294
H -4.06767 1.47786 -3.45676
H -6.32943 1.64196 -2.49881
H -6.72211 0.92825 -0.15534
H -4.84084 0.10978 1.19891
H -1.64252 -1.16529 3.48966
H -1.89643 -0.00471 5.64341
H -2.71900 2.32814 5.71186
H -3.27057 3.49993 3.60123
H -3.04350 2.33580 1.44883
H -3.95278 -1.76448 2.51293
H -4.66162 -4.11780 2.54008
H -3.66852 -5.73656 0.95942
H -1.92940 -4.99547 -0.63465
H -1.20651 -2.62818 -0.65691
C 1.44476 -2.50523 3.13392
C 1.74830 -1.56310 4.11223
C 1.50791 -0.22481 3.86626
C 0.96420 0.18050 2.64376
C 0.66579 -0.75144 1.63864
C 0.91292 -2.09715 1.91894
C 0.64693 1.58469 2.35047
C 0.77376 2.61230 3.32211
C 0.42957 3.88830 3.02018
C -0.06524 4.19184 1.73090
C -0.46970 5.48913 1.34796
C -0.96372 5.72518 0.09602
C -1.05962 4.66663 -0.82848
C -0.66444 3.40318 -0.48474
C -0.16455 3.12979 0.80685
N 0.19260 1.85101 1.13128
H 1.63615 -3.55608 3.31648
H 2.17560 -1.87298 5.05715
H 1.74789 0.49504 4.63871
H 0.68938 -2.85318 1.17308
H 1.13097 2.36906 4.31070
H 0.52003 4.67868 3.75597
H -0.37847 6.29375 2.06795
H -1.27449 6.72172 -0.18795
H -1.44281 4.85547 -1.82309
H -0.72145 2.59429 -1.19682
Se 4.60799 0.38206 -1.66287
C 2.95802 0.15395 -1.11422
N 1.84962 0.00717 -0.75493
*
```

Output
**Orbital gap (spin up / spin down)**: 6.47 / 6.44 eV
**Calculated total energy**: -149189.2428 eV
**Energy relative to the best compared isomer or geometry (same formula, charge and spin)**: 0.00 kJ/mol
**HOMO level (spin up / spin down)**: -7.167 / -7.104 eV

Question: What is the calculated total energy in the first record?
Answer: -8292.7816 eV

Question: Which value of calculated total energy does entry 2 give?
Answer: -149189.2428 eV

Question: energy relative to the best compared isomer or geometry (same formula, charge and spin) of number 2 (C35H26MnN3OPSe)?
Answer: 0.00 kJ/mol

Question: energy relative to the best compared isomer or geometry (same formula, charge and spin) of number 2 (C35H26MnN3OPSe)?
Answer: 0.00 kJ/mol